Computed, not measured: the ion C4H10NS with charge +1 in a non-equilibrium geometry, with the ωB97M-V functional and the def2-TZVPD basis.

The calculation puts the LUMO energy at -3.882 eV. As for the net charge: +1. As for the spin multiplicity: 1. As for the structure (SMILES): CC/C([NH3+])=C/S. As for the energy above the lowest of the compared OMol25 structures with the same formula, charge and spin: 309.8 kJ/mol. The calculation puts the highest occupied orbital energy at -13.18 eV.

CARTESIAN COORDINATES (ANGSTROEM)
S: 3.42786 0.01714 0.68930
H: 3.50240 0.86135 1.74334
H: -2.63408 1.20245 0.63891
C: -0.96161 0.64453 -0.63228
H: -2.40359 -0.39969 0.57709
C: 1.50185 0.45942 0.12816
H: -0.40568 -1.77326 -1.40780
H: -1.28669 0.30124 -1.70106
H: 1.15875 -1.95631 -1.06351
N: 0.27479 -1.56043 -0.67354
H: 1.60912 1.43888 0.44976
C: -1.91741 0.47487 0.59892
H: -1.34454 0.70113 1.41807
H: -0.87577 1.66625 -0.65031
H: -0.00990 -1.93760 0.30881
C: 0.36449 -0.13997 -0.42386

natural (NBO) charges, unit e, in atom order: number 1, S, carries -0.040; number 2, H, carries 0.164; number 3, H, carries 0.238; number 4, C, carries -0.418; number 5, H, carries 0.203; number 6, C, carries -0.182; number 7, H, carries 0.453; number 8, H, carries 0.211; number 9, H, carries 0.467; number 10, N, carries -0.710; number 11, H, carries 0.227; number 12, C, carries -0.596; number 13, H, carries 0.218; number 14, H, carries 0.250; number 15, H, carries 0.480; number 16, C, carries 0.035

---

Computed, not measured: a structure of composition C4H10NS2 in a non-equilibrium geometry, with the ωB97M-V functional and the def2-TZVPD basis.

The calculation puts the LUMO energy at -4.272 eV. As for the net charge: +1. As for the spin multiplicity: 1. As for the energy above the lowest of the compared OMol25 structures with the same formula, charge and spin: 295.4 kJ/mol. The calculation puts the highest occupied orbital energy at -13.43 eV.

CARTESIAN COORDINATES (ANGSTROEM)
C: 0.93618 -0.61720 -0.07706
C: -1.02264 -0.84804 0.83870
N: -1.47106 -2.09689 0.50403
H: 0.71723 2.74680 -0.50897
H: 0.65490 -2.67567 0.20970
C: 0.46350 1.82521 -1.07656
H: 0.79998 2.16332 -2.07535
C: 1.26672 0.63266 -0.68818
H: -0.72425 1.67886 -1.05960
S: 1.60410 -2.04462 -0.52800
H: 2.15414 0.62756 -1.41159
H: -1.82873 -2.29018 -0.44483
S: 2.27969 0.77888 1.09492
H: 1.22164 1.38639 1.73431
H: -0.82183 -0.78228 1.91027
H: -0.95079 -2.84149 0.91293
H: -1.54232 -0.16108 0.21554

natural (NBO) charges, unit e, in atom order: number 1, C, carries -0.252; number 2, C, carries -0.035; number 3, N, carries -0.741; number 4, H, carries 0.267; number 5, H, carries 0.114; number 6, C, carries -0.667; number 7, H, carries 0.262; number 8, C, carries -0.273; number 9, H, carries 0.236; number 10, S, carries 0.289; number 11, H, carries 0.243; number 12, H, carries 0.413; number 13, S, carries 0.152; number 14, H, carries 0.155; number 15, H, carries 0.235; number 16, H, carries 0.383; number 17, H, carries 0.219

---

Computed, not measured: the ion C4H10NS2 with charge +1 in a non-equilibrium geometry, with the ωB97M-V functional and the def2-TZVPD basis.

The calculation puts the LUMO energy at -4.373 eV. As for the net charge: +1. As for the spin multiplicity: 1. As for the structure (SMILES): C[NH2+][C@H](C)C(=S)S. As for the energy above the lowest of the compared OMol25 structures with the same formula, charge and spin: 82.4 kJ/mol. The calculation puts the highest occupied orbital energy at -12.91 eV.

CARTESIAN COORDINATES (ANGSTROEM)
H: 1.98015 -2.13220 2.32114
H: -0.88438 -0.30384 -1.33887
H: -0.01620 1.40562 0.56726
S: 1.36765 -1.96601 1.19700
C: 1.39315 0.91068 -1.01375
H: -2.17703 0.99018 0.57492
C: 0.50985 0.49543 0.15618
H: 0.92550 1.81037 -1.59696
H: -0.39564 -1.47371 -0.08471
S: 1.99025 0.71974 2.40848
C: 1.27655 -0.15924 1.28019
H: 1.59728 0.09824 -1.63720
H: -2.91044 -0.51940 0.16183
H: 2.31084 1.36264 -0.53548
N: -0.66704 -0.37636 -0.28888
H: -1.88274 -0.48107 1.53284
C: -1.93853 -0.09306 0.46501

natural (NBO) charges, unit e, in atom order: number 1, H, carries 0.189; number 2, H, carries 0.457; number 3, H, carries 0.259; number 4, S, carries 0.043; number 5, C, carries -0.631; number 6, H, carries 0.246; number 7, C, carries -0.138; number 8, H, carries 0.249; number 9, H, carries 0.466; number 10, S, carries 0.210; number 11, C, carries -0.334; number 12, H, carries 0.227; number 13, H, carries 0.266; number 14, H, carries 0.271; number 15, N, carries -0.557; number 16, H, carries 0.249; number 17, C, carries -0.471

---

Computed, not measured: an isolated molecule of C4H10O, with the ωB97M-V functional and the def2-TZVPD basis.

The calculation puts the LUMO energy at 1.024 eV. As for the net charge: 0. As for the spin multiplicity: 1. As for the structure (SMILES): CCCCO. As for the energy above the lowest of the compared OMol25 structures with the same formula, charge and spin: 31.8 kJ/mol. The calculation puts the highest occupied orbital energy at -10.27 eV.

CARTESIAN COORDINATES (ANGSTROEM)
H: -2.13406 -1.19169 -2.51855
H: 1.55603 -0.50063 0.23814
H: -0.12807 1.07076 -0.87181
H: 1.86739 0.91227 2.27015
H: 0.27166 -1.29442 -1.66577
C: -0.41717 0.19782 -0.27147
H: 1.41278 1.92673 0.89128
C: -0.68149 -0.94902 -1.23283
H: 0.21042 1.52407 2.12461
H: -1.11758 -1.80434 -0.69393
H: 0.33292 -0.90078 1.43491
O: -1.54915 -0.47774 -2.24896
H: -1.35754 0.46210 0.22941
C: 1.06352 1.13080 1.55955
C: 0.67036 -0.10593 0.75528

natural (NBO) charges, unit e, in atom order: number 1, H, carries 0.470; number 2, H, carries 0.194; number 3, H, carries 0.204; number 4, H, carries 0.208; number 5, H, carries 0.153; number 6, C, carries -0.413; number 7, H, carries 0.202; number 8, C, carries -0.052; number 9, H, carries 0.202; number 10, H, carries 0.156; number 11, H, carries 0.194; number 12, O, carries -0.724; number 13, H, carries 0.200; number 14, C, carries -0.600; number 15, C, carries -0.396

---

Computed, not measured: a cluster of 2 separate species, C4H10O in total, with the ωB97M-V functional and the def2-TZVPD basis.

The calculation puts the LUMO energy (alpha / beta) at 1.074 / 1.095 eV. As for the net charge: 0. As for the spin multiplicity: 1. As for the energy above the lowest of the compared OMol25 structures with the same formula, charge and spin: 403.7 kJ/mol. The calculation puts the highest occupied orbital energy (alpha / beta) at -7.08 / -6.93 eV.

CARTESIAN COORDINATES (ANGSTROEM)
C: 0.48611 0.18572 1.84588
H: -0.70355 0.61386 -2.06248
H: 1.58624 0.60424 -1.12575
C: 1.18999 -0.29841 -0.62733
C: -1.36220 0.79491 -1.22373
H: 2.02314 -0.82510 -0.15450
H: -2.26432 1.38222 -1.30208
C: 0.17259 0.08109 0.38913
H: -1.57868 -1.34842 -0.79154
H: 0.77547 -0.93875 -1.41703
H: 1.26403 0.93941 2.04060
H: -0.41013 0.46739 2.40480
H: -1.14401 -1.61237 -0.21716
H: 0.85334 -0.76913 2.23827
O: -0.88804 0.72336 0.00291

natural (NBO) charges, unit e, in atom order: number 1, C, carries -0.662; number 2, H, carries 0.166; number 3, H, carries 0.219; number 4, C, carries -0.703; number 5, C, carries -0.259; number 6, H, carries 0.231; number 7, H, carries 0.182; number 8, C, carries 0.321; number 9, H, carries -0.005; number 10, H, carries 0.232; number 11, H, carries 0.210; number 12, H, carries 0.233; number 13, H, carries -0.038; number 14, H, carries 0.222; number 15, O, carries -0.349

---

Computed, not measured: an isolated molecule of C4H10O, with the ωB97M-V functional and the def2-TZVPD basis.

The calculation puts the LUMO energy at 0.989 eV. As for the net charge: 0. As for the spin multiplicity: 1. As for the structure (SMILES): CC[C@@H](C)O. As for the energy above the lowest of the compared OMol25 structures with the same formula, charge and spin: 28.5 kJ/mol. The calculation puts the highest occupied orbital energy at -10.16 eV.

CARTESIAN COORDINATES (ANGSTROEM)
H: -1.03100 0.95472 0.47421
H: -1.80675 -0.16218 -0.61025
H: -0.08431 1.61660 -1.78627
H: 2.17900 -0.71565 -0.40480
H: 1.00853 1.73575 -0.38034
C: 0.32386 -0.23327 -0.73543
C: 0.74547 1.13572 -1.25714
H: -0.32934 -0.94312 1.98537
H: -1.30052 -2.05079 1.01271
C: -1.16844 -0.99944 1.28617
H: 0.13278 -0.90177 -1.59228
H: -2.06744 -0.67332 1.82008
C: -0.96702 -0.07381 0.08990
H: 1.60699 1.09922 -1.93704
O: 1.34516 -0.79132 0.07830

natural (NBO) charges, unit e, in atom order: number 1, H, carries 0.193; number 2, H, carries 0.203; number 3, H, carries 0.214; number 4, H, carries 0.467; number 5, H, carries 0.212; number 6, C, carries 0.099; number 7, C, carries -0.631; number 8, H, carries 0.220; number 9, H, carries 0.204; number 10, C, carries -0.604; number 11, H, carries 0.149; number 12, H, carries 0.205; number 13, C, carries -0.409; number 14, H, carries 0.202; number 15, O, carries -0.724

---

Computed, not measured: a cluster of 2 separate species, C4H10O in total in a non-equilibrium geometry, with the ωB97M-V functional and the def2-TZVPD basis.

The calculation puts the LUMO energy at 1.034 eV. As for the net charge: 0. As for the spin multiplicity: 1. As for the structure (SMILES): C/C=C/C.O. As for the energy above the lowest of the compared OMol25 structures with the same formula, charge and spin: 121.5 kJ/mol. The calculation puts the highest occupied orbital energy at -8.98 eV.

CARTESIAN COORDINATES (ANGSTROEM)
C: -1.81801 -0.58808 -0.47944
H: -1.95683 -1.00944 -1.48011
C: 0.66712 -0.54178 -0.12996
H: -0.45180 1.81994 1.52592
C: 2.02813 0.06812 -0.32336
C: -0.47208 0.06821 -0.47369
H: 2.00169 1.16282 -0.25913
H: -0.44099 1.10322 -0.82350
H: 2.38257 -0.19428 -1.32579
H: -0.05220 0.34405 1.43839
H: -1.87246 -1.40341 0.24867
H: 2.77430 -0.29051 0.39306
O: -0.75939 0.93951 1.77146
H: -2.64179 0.10296 -0.27741
H: 0.61173 -1.58135 0.19489

natural (NBO) charges, unit e, in atom order: number 1, C, carries -0.645; number 2, H, carries 0.217; number 3, C, carries -0.299; number 4, H, carries 0.461; number 5, C, carries -0.639; number 6, C, carries -0.111; number 7, H, carries 0.208; number 8, H, carries 0.191; number 9, H, carries 0.219; number 10, H, carries 0.485; number 11, H, carries 0.218; number 12, H, carries 0.216; number 13, O, carries -0.947; number 14, H, carries 0.225; number 15, H, carries 0.201

---

Computed, not measured: an isolated molecule of C4H10O in a non-equilibrium geometry, with the ωB97M-V functional and the def2-TZVPD basis.

The calculation puts the LUMO energy at 1.033 eV. As for the net charge: 0. As for the spin multiplicity: 1. As for the structure (SMILES): CC[C@@H](C)O. As for the energy above the lowest of the compared OMol25 structures with the same formula, charge and spin: 158.1 kJ/mol. The calculation puts the highest occupied orbital energy at -9.55 eV.

CARTESIAN COORDINATES (ANGSTROEM)
H: 0.08306 -1.11733 -2.35741
H: -1.12182 1.11954 -0.60809
H: 0.28319 1.27801 -1.66512
H: 2.03694 1.08298 1.64388
O: -0.20093 -0.91164 0.85624
C: 1.03748 0.70216 1.70431
H: -1.45957 -0.28648 -2.60352
H: 1.52345 -0.37256 -0.29843
H: 1.04434 -0.00894 2.60689
H: -1.24587 -1.34199 -1.20535
C: -0.73879 -0.60840 -1.83455
H: 0.30124 1.44527 2.02123
C: -0.23946 0.59394 -0.97808
C: 0.64767 0.07180 0.25869
H: 0.39905 -1.56289 1.22538

natural (NBO) charges, unit e, in atom order: number 1, H, carries 0.196; number 2, H, carries 0.203; number 3, H, carries 0.204; number 4, H, carries 0.195; number 5, O, carries -0.738; number 6, C, carries -0.620; number 7, H, carries 0.210; number 8, H, carries 0.151; number 9, H, carries 0.212; number 10, H, carries 0.229; number 11, C, carries -0.611; number 12, H, carries 0.217; number 13, C, carries -0.408; number 14, C, carries 0.097; number 15, H, carries 0.464